--- i ---
Molecular formula: C5H13NO
Method: DFT, ωB97M-V/def2-TZVPD

XYZ file:
```
20
C5H13NO | OMol25 | ωB97M-V/def2-TZVPD
C -2.381 1.772 -0.871
C -2.300 0.806 0.359
C -1.760 -0.706 0.156
C -0.361 -0.508 -0.333
C 0.607 -1.468 -0.213
N 1.925 -1.310 -0.533
H -1.904 2.662 -0.646
H -3.365 1.909 -1.275
H -1.671 1.412 -1.754
H -1.690 1.168 1.291
H -3.327 0.891 0.920
H -1.790 -1.348 1.110
H -2.457 -1.118 -0.478
H -0.121 0.552 -0.503
H 0.442 -2.270 0.630
H 2.349 -0.364 -0.492
H 2.463 -1.857 0.242
O 3.516 0.885 0.925
H 4.045 0.259 1.496
H 2.589 0.818 1.212
```

Properties
Molecular weight, g/mol: 103.16
LUMO energy, eV: 0.539
HOMO-LUMO gap, eV: 8.4
SMILES string: CCC/C=C/N.O

=====

--- ii ---
Molecular formula: C5H13NO
Method: DFT, ωB97M-V/def2-TZVPD

XYZ file:
```
20
C5H13NO | OMol25 | ωB97M-V/def2-TZVPD
C 1.136 -1.787 -1.492
C 0.002 -1.110 -0.832
N -1.382 -1.731 -1.032
C 0.054 0.421 -0.896
C 0.617 1.136 0.302
C -0.458 1.084 1.460
O 0.088 1.898 2.521
H 1.122 -1.728 -2.592
H 2.113 -1.400 -1.188
H 1.123 -2.843 -1.197
H 0.133 -1.145 0.257
H -1.688 -1.355 -1.931
H -1.930 -1.319 -0.237
H -0.983 0.809 -0.938
H 0.462 0.745 -1.870
H 1.524 0.667 0.718
H 0.595 2.215 0.056
H -0.519 0.015 1.807
H -1.475 1.310 1.031
H 0.203 2.679 1.955
```

Properties
Molecular weight, g/mol: 103.16
LUMO energy, eV: 0.916
HOMO-LUMO gap, eV: 10.5
SMILES string: C[C@H](N)CCCO

=====

--- iii ---
Molecular formula: C5H13NO
Method: DFT, ωB97M-V/def2-TZVPD

XYZ file:
```
20
C5H13NO | OMol25 | ωB97M-V/def2-TZVPD
C 0.361 2.134 1.492
C 0.182 2.348 -0.026
C -0.614 1.165 -0.480
C -0.327 -0.105 -0.794
N -1.133 -1.211 -1.212
C -1.076 -2.270 -0.098
H 0.678 1.047 1.643
H 0.960 2.762 1.999
H -0.621 2.305 1.991
H 1.353 2.475 -0.427
H -0.297 3.175 -0.504
H -1.707 1.483 -0.550
H 0.675 -0.543 -0.881
H -2.056 -1.015 -1.460
H -0.034 -2.484 0.202
H -1.324 -3.224 -0.633
H -1.637 -1.984 0.688
O 2.383 -2.340 -0.527
H 2.634 -1.407 -0.494
H 1.601 -2.313 0.074
```

Properties
Molecular weight, g/mol: 103.16
LUMO energy, eV: 0.906
HOMO-LUMO gap, eV: 9.4
SMILES string: CC/C=C/NC.O

=====

--- iv ---
Molecular formula: C5H13NO
Method: DFT, ωB97M-V/def2-TZVPD

XYZ file:
```
20
C5H13NO | OMol25 | ωB97M-V/def2-TZVPD
C -1.631 1.016 -0.114
C -0.845 -0.204 -0.570
N -1.577 -1.444 -0.108
C 0.617 -0.265 -0.100
C 0.799 -0.167 1.414
C 1.383 0.935 -0.806
O 1.126 -1.491 -0.586
H -1.657 1.082 0.971
H -1.213 1.933 -0.519
H -2.654 0.915 -0.468
H -0.839 -0.262 -1.664
H -1.104 -2.266 -0.468
H -1.759 -1.408 0.889
H 1.858 -0.239 1.661
H 0.427 0.781 1.791
H 0.274 -0.980 1.912
H 2.448 0.821 -0.606
H 1.233 0.912 -1.883
H 1.060 1.891 -0.407
H 2.054 -1.562 -0.340
```

Properties
Molecular weight, g/mol: 103.16
LUMO energy, eV: 0.895
HOMO-LUMO gap, eV: 9.8
SMILES string: C[C@H](N)C(C)(C)O

=====

Winner for stability: iv

=====

--- i ---
Molecular formula: C5H13NO
Method: DFT, ωB97M-V/def2-TZVPD

XYZ file:
```
20
C5H13NO | OMol25 | ωB97M-V/def2-TZVPD
C -0.640 1.592 2.240
C 0.609 0.812 2.029
N 1.402 1.115 0.922
O 0.872 -0.233 2.610
H -0.613 2.475 1.741
H -0.951 1.747 3.384
H -1.633 1.207 1.702
H 2.190 0.550 0.856
H 1.381 1.950 0.243
C 0.297 0.000 -2.222
C -0.005 -0.827 -0.939
C -0.910 -2.062 -1.024
H 0.979 0.780 -1.962
H -0.614 0.420 -2.440
H 0.683 -0.772 -2.917
H 0.894 -1.174 -0.497
H -0.573 -0.212 -0.222
H -1.270 -2.525 -0.110
H -1.709 -2.015 -1.823
H -0.388 -2.828 -1.570
```

Properties
Molecular weight, g/mol: 103.16
LUMO energy, eV: 0.747
HOMO-LUMO gap, eV: 10.7
SMILES string: CC(N)=O.CCC

=====

--- ii ---
Molecular formula: C5H13NO
Method: DFT, ωB97M-V/def2-TZVPD

XYZ file:
```
20
C5H13NO | OMol25 | ωB97M-V/def2-TZVPD
C -1.191 -1.556 2.872
C -0.683 -1.569 1.648
C 0.724 -1.228 1.286
C 0.798 -0.160 0.179
N 0.413 -0.725 -1.112
C 0.883 0.124 -2.213
H -0.583 -1.201 3.694
H -2.149 -1.953 3.152
H -1.245 -2.013 0.832
H 1.202 -2.084 0.804
H 1.331 -0.935 2.134
H 1.812 0.232 0.188
H 0.170 0.701 0.438
H -0.600 -0.640 -1.130
H 0.572 1.178 -2.118
H 1.970 0.186 -2.203
H 0.535 -0.301 -3.153
O -0.964 3.851 -1.657
H -0.499 3.004 -1.664
H -0.464 4.452 -2.215
```

Properties
Molecular weight, g/mol: 103.16
LUMO energy, eV: 0.783
HOMO-LUMO gap, eV: 10.1
SMILES string: C=CCCNC.O

=====

--- iii ---
Molecular formula: C5H13NO
Method: DFT, ωB97M-V/def2-TZVPD

XYZ file:
```
20
C5H13NO | OMol25 | ωB97M-V/def2-TZVPD
C 0.803 -1.833 -0.730
C -0.328 -1.103 -0.045
N -1.217 -2.009 0.649
C 0.078 0.009 0.883
C 0.705 1.219 0.109
C -0.141 2.126 -0.741
O -1.322 2.805 -0.105
H 0.306 -2.474 -1.529
H 1.459 -2.278 0.049
H 1.543 -1.183 -1.286
H -0.863 -0.534 -0.781
H -1.128 -3.025 0.335
H -1.114 -2.141 1.601
H -0.846 0.363 1.419
H 0.511 -0.474 1.781
H 1.587 0.947 -0.390
H 1.129 1.993 0.901
H 0.435 2.823 -1.331
H -0.675 1.459 -1.357
H -0.922 3.310 0.569
```

Properties
Molecular weight, g/mol: 103.16
LUMO energy, eV: 0.961
HOMO-LUMO gap, eV: 10.1
SMILES string: C[C@@H](N)CCCO

=====

--- iv ---
Molecular formula: C5H13NO
Method: DFT, ωB97M-V/def2-TZVPD

XYZ file:
```
20
C5H13NO | OMol25 | ωB97M-V/def2-TZVPD
C 2.139 -0.417 -0.704
O 1.673 2.121 -0.153
C 1.065 -0.856 0.269
C -0.393 -1.231 -0.403
C -1.187 -0.105 -0.728
C -1.650 0.899 0.237
N -2.017 0.431 1.593
H 3.021 -0.999 -0.443
H 1.914 -0.464 -1.767
H 1.907 1.131 -0.527
H 0.923 -0.052 0.997
H 1.413 -1.745 0.810
H -0.734 -1.822 0.455
H -0.010 -1.913 -1.156
H -1.583 -0.108 -1.741
H 0.907 2.363 -0.675
H -2.462 1.515 -0.134
H -0.798 1.544 0.490
H -1.290 -0.128 2.039
H -2.838 -0.165 1.541
```

Properties
Molecular weight, g/mol: 103.16
LUMO energy, eV: -1.931
HOMO-LUMO gap, eV: 5.1

=====

Winner for stability: i

=====

--- i ---
Molecular formula: C3H7NO
Method: DFT, ωB97M-V/def2-TZVPD

XYZ file:
```
12
C3H7NO | OMol25 | ωB97M-V/def2-TZVPD
C 0.730 0.388 0.314
N 0.188 1.527 -0.217
C -0.074 -0.828 0.444
C -1.430 -0.765 0.402
O 1.430 -0.765 -0.885
H 0.881 -0.751 -1.680
H 1.467 0.572 1.094
H -0.405 1.408 -1.027
H 0.795 2.331 -0.276
H 0.414 -1.661 0.931
H -1.959 0.163 0.242
H -2.037 -1.619 0.659
```

Properties
Molecular weight, g/mol: 73.09
LUMO energy, eV: 0.908
HOMO-LUMO gap, eV: 9.1

=====

--- ii ---
Molecular formula: C3H7NO
Method: DFT, ωB97M-V/def2-TZVPD

XYZ file:
```
12
C3H7NO | OMol25 | ωB97M-V/def2-TZVPD
C -1.480 1.057 -1.174
C -0.691 -0.028 -1.384
N 0.048 -0.564 -0.363
C 0.015 -1.619 0.289
H -1.606 1.382 -0.175
H -1.962 1.699 -1.834
H -0.493 -0.385 -2.387
H 0.780 -1.849 0.939
H -0.764 -2.402 0.289
O 1.762 1.005 1.934
H 0.901 0.872 1.408
H 1.653 0.136 2.441
```

Properties
Molecular weight, g/mol: 73.10
LUMO energy, eV: 0.654
HOMO-LUMO gap, eV: 9.4
SMILES string: C=CN=C.O

=====

--- iii ---
Molecular formula: C3H7NO
Method: DFT, ωB97M-V/def2-TZVPD

XYZ file:
```
12
C3H7NO | OMol25 | ωB97M-V/def2-TZVPD
C -1.541 0.230 0.063
C -0.291 -0.535 0.511
C 0.913 0.344 0.210
N 1.797 -0.122 -0.719
O 1.051 1.434 0.738
H -2.455 -0.169 0.511
H -1.423 1.274 0.367
H -1.648 0.198 -1.027
H -0.219 -1.522 0.037
H -0.321 -0.689 1.595
H 1.646 -0.973 -1.232
H 2.490 0.531 -1.053
```

Properties
Molecular weight, g/mol: 73.09
LUMO energy, eV: 0.927
HOMO-LUMO gap, eV: 10.7
SMILES string: CCC(N)=O

=====

Winner for stability: iii

=====

--- i ---
Molecular formula: C3H7NO
Method: DFT, ωB97M-V/def2-TZVPD

XYZ file:
```
12
C3H7NO | OMol25 | ωB97M-V/def2-TZVPD
O -1.942 0.077 -0.510
C -0.703 0.722 -0.449
C 0.313 -0.303 -0.134
C 0.806 -0.448 1.188
N 1.719 0.043 0.033
H -1.962 -0.371 -1.402
H -0.596 1.401 0.470
H -0.491 1.340 -1.412
H 0.125 -1.297 -0.635
H 0.966 -1.479 1.522
H 0.631 0.353 1.891
H 2.336 -0.684 -0.215
```

Properties
Molecular weight, g/mol: 73.09
LUMO energy, eV: 0.928
HOMO-LUMO gap, eV: 10.8
SMILES string: OC[C@@H]1CN1

=====

--- ii ---
Molecular formula: C3H7NO
Method: DFT, ωB97M-V/def2-TZVPD

XYZ file:
```
12
C3H7NO | OMol25 | ωB97M-V/def2-TZVPD
N 1.960 -0.810 0.214
C 1.784 -2.005 0.915
O 2.625 -2.509 1.710
H 2.808 -0.460 -0.253
H 1.117 -0.327 -0.151
H 0.721 -2.446 0.862
C -1.792 1.239 0.103
C -1.912 1.689 -1.167
H -0.747 1.065 0.486
H -2.632 0.844 0.673
H -1.075 2.233 -1.662
H -2.856 1.487 -1.729
```

Properties
Molecular weight, g/mol: 73.09
LUMO energy, eV: 0.780
HOMO-LUMO gap, eV: 10.9
SMILES string: NC=O.C=C

=====

--- iii ---
Molecular formula: C3H7NO
Method: DFT, ωB97M-V/def2-TZVPD

XYZ file:
```
12
C3H7NO | OMol25 | ωB97M-V/def2-TZVPD
C 1.035 0.401 1.392
N -0.336 0.144 0.966
C -0.555 0.349 -0.395
C -0.993 -0.892 -1.138
O -0.267 1.390 -0.948
H 1.734 -0.284 0.884
H 1.125 0.251 2.470
H 1.306 1.425 1.134
H -0.669 -0.758 1.281
H -0.104 -1.538 -1.165
H -1.284 -0.656 -2.161
H -1.782 -1.447 -0.623
```

Properties
Molecular weight, g/mol: 73.09
LUMO energy, eV: 0.875
HOMO-LUMO gap, eV: 10.5
SMILES string: CNC(C)=O

=====

--- iv ---
Molecular formula: C3H7NO
Method: DFT, ωB97M-V/def2-TZVPD

XYZ file:
```
12
C3H7NO | OMol25 | ωB97M-V/def2-TZVPD
C -0.947 0.735 0.321
C -0.590 -0.755 0.102
N 0.721 -0.951 -0.546
C 1.572 0.059 -0.117
O 1.894 0.221 1.035
H -1.749 0.792 1.055
H -1.268 1.213 -0.612
H -0.140 1.359 0.723
H -1.343 -1.214 -0.547
H -0.591 -1.302 1.048
H 0.654 -0.964 -1.557
H 1.786 0.805 -0.905
```

Properties
Molecular weight, g/mol: 73.09
LUMO energy, eV: 0.924
HOMO-LUMO gap, eV: 10.7
SMILES string: CCNC=O

=====

Winner for stability: iii

=====

--- i ---
Molecular formula: C3H7NO
Method: DFT, ωB97M-V/def2-TZVPD

XYZ file:
```
12
C3H7NO | OMol25 | ωB97M-V/def2-TZVPD
H -1.152 1.229 -1.548
N -1.002 0.386 -1.007
C -0.269 -0.448 -1.620
O 0.178 -1.571 -1.051
H 0.081 -0.354 -2.650
H 0.105 -1.436 -0.079
C 0.430 -0.614 1.678
C -0.346 0.431 1.394
H 0.006 -1.527 2.090
H 1.508 -0.574 1.543
H 0.059 1.368 1.023
H -1.424 0.404 1.513
```

Properties
Molecular weight, g/mol: 73.09
LUMO energy, eV: 1.048
HOMO-LUMO gap, eV: 10.3
SMILES string: [H]/N=C/O.C=C

=====

--- ii ---
Molecular formula: C3H7NO
Method: DFT, ωB97M-V/def2-TZVPD

XYZ file:
```
12
C3H7NO | OMol25 | ωB97M-V/def2-TZVPD
C 1.712 -0.404 -0.296
C 0.371 0.352 -0.343
N -0.578 -0.170 -1.329
C -0.284 0.177 1.026
O -1.452 0.059 1.239
H 1.694 -1.266 0.378
H 2.484 0.338 -0.064
H 1.957 -0.731 -1.323
H 0.572 1.369 -0.707
H -1.539 -0.115 -1.034
H -0.493 0.212 -2.257
H 0.453 0.447 1.824
```

Properties
Molecular weight, g/mol: 73.09
LUMO energy, eV: 0.784
HOMO-LUMO gap, eV: 10.0
SMILES string: C[C@@H](N)C=O

=====

Winner for stability: ii

=====

--- i ---
Molecular formula: C3H7NO
Method: DFT, ωB97M-V/def2-TZVPD

XYZ file:
```
12
C3H7NO | OMol25 | ωB97M-V/def2-TZVPD
N 2.139 -1.107 -1.958
C 2.562 -0.561 -0.786
O 2.841 0.604 -0.616
H 2.158 -0.489 -2.754
H 1.427 -1.817 -1.916
H 2.596 -1.214 0.103
C -1.810 0.448 0.954
C -2.712 1.071 1.692
H -0.789 0.806 0.919
H -2.156 -0.383 0.359
H -2.558 2.009 2.207
H -3.697 0.633 1.795
```

Properties
Molecular weight, g/mol: 73.09
LUMO energy, eV: 0.848
HOMO-LUMO gap, eV: 11.0
SMILES string: NC=O.C=C

=====

--- ii ---
Molecular formula: C3H7NO
Method: DFT, ωB97M-V/def2-TZVPD

XYZ file:
```
12
C3H7NO | OMol25 | ωB97M-V/def2-TZVPD
C -1.541 -0.678 0.077
C -1.221 0.732 0.233
C 0.181 0.800 -0.562
N 2.123 -0.539 -0.036
O 1.296 0.723 0.121
H -0.774 -1.344 0.455
H -2.087 -1.092 -0.774
H -2.112 1.395 -0.263
H -0.881 0.980 1.271
H 0.047 0.404 -1.565
H 1.935 -1.101 0.742
H 3.033 -0.280 0.302
```

Properties
Molecular weight, g/mol: 73.09
LUMO energy (alpha / beta), eV: 0.462 / 0.437
HOMO-LUMO gap (alpha / beta), eV: 8.5 / 8.1

=====

--- iii ---
Molecular formula: C3H7NO
Method: DFT, ωB97M-V/def2-TZVPD

XYZ file:
```
12
C3H7NO | OMol25 | ωB97M-V/def2-TZVPD
H 0.186 0.156 2.143
N 0.800 -0.279 1.461
C 0.433 -0.608 0.325
C -0.539 -1.632 -0.137
H 0.986 -0.003 -0.561
H -1.282 -1.822 0.637
H -0.021 -2.559 -0.380
H -1.042 -1.280 -1.035
C 0.212 1.896 -0.673
O -0.843 1.293 -0.877
H 0.738 1.981 0.294
H 0.374 2.857 -1.196
```

Properties
Molecular weight, g/mol: 73.09
LUMO energy, eV: 0.125
HOMO-LUMO gap, eV: 8.5
SMILES string: [H]/N=C\C.C=O

=====

--- iv ---
Molecular formula: C3H7NO
Method: DFT, ωB97M-V/def2-TZVPD

XYZ file:
```
12
C3H7NO | OMol25 | ωB97M-V/def2-TZVPD
C 0.829 -0.188 -0.421
C 0.012 1.028 -0.428
C -0.675 -0.239 0.164
O 1.945 -0.202 0.402
N -1.647 -0.965 -0.311
H 2.158 -1.122 0.606
H -2.458 -0.395 -0.545
H 0.905 -0.760 -1.340
H -0.174 -0.507 1.452
H 0.313 1.829 0.235
H -0.371 1.364 -1.380
H -0.838 0.157 1.565
```

Properties
Molecular weight, g/mol: 73.09
LUMO energy, eV: 0.706
HOMO-LUMO gap, eV: 9.0

=====

Winner for stability: i